C6H12O3Si3 in the gas phase at a distorted geometry. Source: OMol25; level of theory: ωB97M-V/def2-TZVPD.

Summary:
* charge: 0
* orbital gap (spin up / spin down): 4.5 / 5.2 eV
* 2S+1: 3
* electronic energy: -1329.94638 Ha
* <S²>: 2.008

Each line ends with the Mulliken charge.
Atoms and positions in Å:
C1 0.2857 1.9726 -2.0796  -0.63
C2 0.4798 2.0709 1.5877  -0.92
C3 2.4415 -1.9891 0.9561  -0.80
C4 0.6644 0.7222 -1.8646  -0.28
C5 -0.1127 0.9541 1.1938  0.04
C6 2.2175 -0.8558 0.3093  -0.17
O1 -3.2043 -1.0387 -0.0667  0.36
O2 -0.5309 -1.3961 -0.3696  0.05
O3 -3.6302 1.6572 0.4224  -0.52
Si1 -1.9828 -2.0786 -0.3537  0.01
Si2 -4.1143 0.2482 0.2112  0.28
Si3 0.5300 -0.1522 -0.1907  0.34
H1 0.3711 2.4468 -3.0446  0.28
H2 -0.1327 2.5772 -1.2917  0.23
H3 0.0951 2.6827 2.3893  0.29
H4 1.3844 2.4205 1.1139  0.31
H5 3.4313 -2.3121 1.2437  0.32
H6 1.6342 -2.6545 1.2211  0.24
H7 1.0733 0.1697 -2.7065  0.32
H8 -1.0262 0.6523 1.6931  0.21
H9 3.0669 -0.2207 0.0806  0.34
H10 -2.0324 -2.9980 0.7773  -0.13
H11 -2.2492 -2.5922 -1.6926  -0.12
H12 -5.4535 -0.2930 0.2207  -0.05

Atomic forces in eV per Å
-0.06 0.16 0.08
2.18 3.69 1.40
0.61 -3.86 2.49
0.11 -0.41 0.67
-1.38 -4.15 -2.40
-2.06 4.40 -2.56
-0.51 0.60 0.15
0.17 0.00 0.15
-0.02 0.46 0.13
0.40 -0.08 -0.07
0.52 -0.64 -0.16
0.46 0.39 -0.45
0.01 0.07 -0.22
-0.13 0.16 0.21
-0.24 0.26 -0.13
0.27 0.02 0.13
0.14 -0.16 -0.23
-0.11 -0.06 0.24
0.07 -0.12 0.01
0.18 -0.50 0.34
-0.05 0.37 0.28
-0.04 -0.40 0.00
-0.05 -0.36 -0.10
-0.50 0.17 0.05